{
  "formula": "C3H3O2Yb",
  "method": "ωB97M-V/def2-TZVPD",
  "charge": 1,
  "homo_ha": -0.43650,
  "relative_energy_ev": 1.174,
  "species": ["C", "H", "H", "C", "C", "O", "Yb", "O", "H"],
  "positions_angstrom": [[-1.0110, -0.5849, 0.3328], [1.0631, 1.4280, 0.2623], [1.6139, -0.2585, 0.3701], [-0.2163, 0.0548, -0.7665], [1.1595, 0.4860, -0.3010], [-0.5811, -0.0691, -1.9173], [-2.8096, -1.6683, 1.7203], [-1.0359, -0.0251, 1.4633], [1.8174, 0.6372, -1.1639]],
  "forces_ev_per_angstrom": [[-2.1, -0.3, 1.5], [0.1, -0.3, -0.1], [-0.3, 0.2, -0.2], [1.4, -1.3, -0.8], [0.1, 0.7, -0.4], [0.0, 0.6, 1.0], [1.8, 1.2, -0.9], [-0.7, -0.7, -0.3], [-0.2, 0.0, 0.2]]
}



{
  "formula": "C3H3O3",
  "method": "ωB97M-V/def2-TZVPD",
  "charge": -1,
  "homo_ha": [-0.07348, -0.07357],
  "relative_energy_ev": 4.348,
  "species": ["C", "H", "C", "O", "C", "H", "O", "O", "H"],
  "positions_angstrom": [[0.3417, 0.1875, -0.1067], [0.9891, -0.1790, -0.9412], [-2.5760, 0.4349, -1.2510], [-3.4770, -0.3569, -1.2327], [1.0160, 0.1559, 1.0206], [2.3018, -0.9649, 0.3078], [2.3475, -0.4955, 1.1881], [-1.5352, 0.9269, -0.9692], [0.5921, 0.2910, 1.9842]],
  "forces_ev_per_angstrom": [[1.4, -0.5, 0.3], [-0.2, 0.1, -0.1], [0.0, -1.2, 1.5], [1.0, 1.1, -0.5], [0.7, -1.3, -0.1], [0.7, 0.6, 1.4], [-1.0, -0.2, -1.5], [-2.5, 0.9, -1.8], [-0.1, 0.5, 1.0]]
}



{
  "formula": "C3H3O3P",
  "method": "ωB97M-V/def2-TZVPD",
  "charge": -2,
  "homo_ha": [0.01183, 0.01181],
  "relative_energy_ev": 1.324,
  "species": ["O", "C", "C", "O", "O", "H", "H", "C", "H", "P"],
  "positions_angstrom": [[2.1275, -0.4781, -1.4065], [-1.9958, 0.0338, -0.4956], [0.0342, -0.0245, 0.3338], [2.2762, 1.5923, 0.1755], [2.1526, -0.8023, 1.1252], [-1.5839, 0.7615, -1.2112], [-1.8012, -0.2139, 1.7044], [-1.1979, -0.0754, 0.7592], [-1.8634, -0.9379, -0.9510], [1.8518, 0.1445, -0.0338]],
  "forces_ev_per_angstrom": [[-0.6, 0.8, 0.8], [1.1, 0.1, -1.3], [-2.5, 0.3, 0.5], [-0.7, -0.6, -0.3], [0.0, 0.2, 0.3], [-0.4, 0.1, 0.1], [1.5, 0.0, -0.6], [0.6, 0.2, 1.8], [-0.5, -0.5, -0.8], [1.6, -0.8, -0.6]]
}



{
  "formula": "C3H3O3P",
  "method": "ωB97M-V/def2-TZVPD",
  "charge": 0,
  "homo_ha": -0.34276,
  "relative_energy_ev": 0.960,
  "smiles": "C=CP=O.O=C=O",
  "species": ["O", "H", "C", "C", "O", "P", "H", "O", "H", "C"],
  "positions_angstrom": [[2.0829, 0.3322, 0.8355], [-1.2370, 0.3055, -1.1641], [-0.9793, -0.6790, 0.5805], [-1.6937, 0.0789, -0.2614], [2.3096, 2.1067, -0.6440], [0.6065, -1.5469, 0.2414], [-2.8311, 0.5404, -0.0629], [0.9340, -1.3163, -1.2078], [-1.3849, -1.0309, 1.5909], [2.1930, 1.2095, 0.0920]],
  "forces_ev_per_angstrom": [[0.2, -0.1, 0.8], [0.5, 0.6, -1.9], [-1.1, -0.6, 1.6], [-2.9, 0.4, 2.3], [-0.2, -1.1, 0.8], [-0.3, -0.1, -1.7], [3.4, -1.4, -0.4], [-0.3, -0.2, 1.1], [0.3, 0.8, -1.3], [0.3, 1.7, -1.3]]
}



{
  "formula": "C3H3O3P",
  "method": "ωB97M-V/def2-TZVPD",
  "charge": 0,
  "homo_ha": -0.29806,
  "relative_energy_ev": 2.670,
  "species": ["O", "H", "C", "H", "C", "O", "C", "H", "P", "O"],
  "positions_angstrom": [[-0.5880, 0.8127, 0.0588], [-1.7178, -0.4869, 1.3171], [0.5859, 0.9572, -0.3020], [0.9818, 2.0358, -0.3202], [1.1715, -1.2805, 0.0253], [0.8459, -2.3349, 0.1197], [1.5660, -0.0812, -0.3027], [2.5349, 0.1026, -0.6125], [-2.1414, -0.3402, -0.0560], [-3.2388, 0.6154, 0.0726]],
  "forces_ev_per_angstrom": [[0.9, 0.9, -0.9], [0.1, -0.7, 0.2], [0.6, 1.6, 1.9], [-0.5, -1.4, -0.6], [0.7, 1.6, -1.3], [-1.2, -4.0, 1.2], [-1.4, 2.0, -0.2], [1.8, 0.2, -0.4], [0.4, -1.1, 0.4], [-1.3, 0.9, -0.4]]
}



{
  "formula": "C3H3O3Pt",
  "method": "ωB97M-V/def2-TZVPD",
  "charge": 0,
  "homo_ha": [-0.25060, -0.34987],
  "spin_multiplicity": 4,
  "relative_energy_ev": 1.965,
  "s2": 3.78,
  "species": ["O", "C", "Pt", "H", "O", "H", "C", "O", "H", "C"],
  "positions_angstrom": [[-0.2123, 0.5207, -0.4610], [-1.0213, -0.6931, -1.7011], [-0.0579, -0.9304, 0.4374], [1.0526, 1.3514, 2.9514], [-1.2153, -0.7450, -2.8371], [1.5485, 1.7853, 0.2834], [0.5754, 1.6743, 0.8045], [0.5491, -0.4356, 1.9578], [0.0843, 2.6492, 0.9529], [0.6919, 0.8926, 2.0187]],
  "forces_ev_per_angstrom": [[0.9, 11.7, -1.9], [-0.8, -3.4, -2.7], [-4.3, -12.2, -5.9], [-0.7, -0.3, -0.3], [0.5, 1.0, 2.6], [-0.8, -0.2, -0.4], [0.9, 0.3, -0.5], [4.5, 3.1, 9.3], [0.1, -0.4, -0.3], [-0.3, 0.4, 0.2]]
}



{
  "formula": "C3H3O3Ru",
  "method": "ωB97M-V/def2-TZVPD",
  "charge": 1,
  "homo_ha": [-0.44239, -0.55443],
  "spin_multiplicity": 7,
  "relative_energy_ev": 2.744,
  "s2": 12.01,
  "species": ["H", "C", "H", "H", "Ru", "O", "C", "C", "O", "O"],
  "positions_angstrom": [[-0.5455, -0.9324, 1.3828], [0.9269, -0.6911, -0.3046], [-0.9191, 1.2319, 1.0069], [-2.3238, 0.3051, 0.1610], [3.5157, 0.4592, -0.0405], [-0.0122, -1.4801, -0.6791], [-0.3506, -0.4067, 0.4423], [-1.2845, 0.6945, 0.0110], [-1.0085, 1.2786, -1.1417], [2.0015, -0.4590, -0.8381]],
  "forces_ev_per_angstrom": [[0.1, 0.5, -0.2], [-3.6, -0.7, -0.9], [-1.3, 0.5, -1.4], [0.5, 0.4, -0.4], [2.9, 1.6, 1.2], [0.7, 0.3, 0.7], [1.2, -1.3, -1.8], [0.8, -0.5, 3.8], [0.1, 0.1, -0.6], [-1.4, -1.1, -0.5]]
}



{
  "formula": "C3H3O3V",
  "method": "ωB97M-V/def2-TZVPD",
  "charge": 0,
  "homo_ha": [-0.27414, -0.35644],
  "spin_multiplicity": 5,
  "relative_energy_ev": 0.186,
  "s2": 6.00,
  "species": ["H", "H", "O", "C", "H", "V", "C", "O", "O", "C"],
  "positions_angstrom": [[-0.7902, -1.3936, -0.2575], [-1.8303, 1.5204, -0.0080], [2.4862, -0.1066, 0.6475], [-0.7754, -0.3041, -0.2137], [-2.8289, -0.0053, -0.4206], [1.7951, 1.1631, 1.9076], [-1.8574, 0.4644, -0.2792], [1.7227, -1.1527, -1.2033], [0.4452, 0.2494, 0.0569], [1.6330, -0.4349, -0.2298]],
  "forces_ev_per_angstrom": [[0.1, 0.3, -0.4], [0.1, -0.2, -0.5], [1.2, -0.3, 0.0], [-0.7, 0.0, -0.1], [0.3, 0.1, 0.0], [-0.6, 0.3, 0.2], [0.0, -0.4, 0.6], [-0.3, 0.5, 1.1], [-0.2, 0.8, 0.9], [0.3, -1.2, -1.7]]
}



Question: Which formula does entry 7 have?
Answer: C3H3O3Ru



Question: charge of number 5 (C3H3O3P)?
Answer: 0